This record from the OMol25 dataset describes 2 unconnected molecules or ions with the total composition C3H3BrN2O2Si in a non-equilibrium geometry. The level of theory is the ωB97M-V functional and the def2-TZVPD basis.

The calculation puts the energy at -88154.304 eV.

```
12
C3H3BrN2O2Si, DFT the ωB97M-V functional and the def2-TZVPD basis
C -1.336 -1.175 1.841
C -0.286 2.549 -0.275
C 0.273 -0.934 -1.190
N -2.404 -1.279 1.481
N -1.158 3.183 -0.664
O -0.145 -0.917 2.087
O 0.622 1.701 0.059
Si 1.006 0.067 0.143
Br 2.994 0.153 0.890
H -0.775 -1.051 -1.012
H 0.431 -0.459 -2.064
H 0.777 -1.837 -1.295
```

---

This record from the OMol25 dataset describes a gas-phase ion, C3H11N2S (charge +1) in a non-equilibrium geometry. The level of theory is the ωB97M-V functional and the def2-TZVPD basis.

The calculation puts the energy above the lowest of the compared OMol25 structures with the same formula, charge and spin at 2.1375 eV. Its SMILES is C[C@H](N)[C@@H]([NH3+])S. As for the total charge: +1.

```
17
C3H11N2S, DFT the ωB97M-V functional and the def2-TZVPD basis
C 0.962 -0.105 -1.246
C 0.644 -0.017 0.389
C -0.784 0.281 0.682
N 0.875 -1.351 0.855
N -1.112 1.531 -0.123
S -1.944 -0.987 0.073
H -0.090 -0.121 -1.664
H 1.439 0.723 -1.813
H 1.433 -1.105 -1.264
H 1.270 0.626 0.959
H -0.942 0.277 1.729
H 1.804 -1.752 0.523
H 0.982 -1.397 1.843
H -1.928 2.067 0.333
H -0.330 2.171 -0.296
H -1.431 1.127 -1.009
H -0.847 -1.968 0.031
```

---

This record from the OMol25 dataset describes 5 unconnected molecules or ions with the total composition C19H22O17S in a non-equilibrium geometry. The level of theory is the ωB97M-V functional and the def2-TZVPD basis.

The calculation puts the energy at -65694.900 eV. Its SMILES is O=COCCC1=C(S)C(=O)OC1=O.O=C1OCCO1.O=C1OCCO1.O=C1OCCO1.O=C1OCCO1.

```
59
C19H22O17S, DFT the ωB97M-V functional and the def2-TZVPD basis
O 5.203 -4.954 0.197
C 4.310 -3.945 0.260
O 4.456 -2.647 -0.434
C 4.385 -1.588 0.617
C 3.008 -0.651 0.473
C 1.729 -1.576 0.031
C 0.682 -2.276 0.838
S 0.543 -2.217 2.705
C -0.202 -3.026 -0.321
O -1.463 -3.462 -0.360
O 0.760 -3.203 -1.454
C 1.406 -1.883 -1.561
O 1.648 -1.108 -2.635
H 3.345 -4.141 0.897
H 5.333 -0.870 0.508
H 4.465 -2.099 1.671
H 2.895 -0.101 1.501
H 3.237 0.075 -0.437
H 0.754 -3.474 3.295
C -0.085 2.482 3.678
C -0.683 3.231 2.530
O -0.669 2.282 1.481
C -0.650 1.047 2.062
O -0.804 -0.001 1.458
O -0.436 1.138 3.408
H -0.492 2.803 4.641
H 1.006 2.564 3.707
H -1.718 3.532 2.721
H -0.099 4.115 2.261
C -0.275 -1.502 -5.058
C -0.644 -2.927 -4.802
O -1.577 -3.211 -5.827
C -1.330 -2.333 -6.843
O -1.834 -2.402 -7.952
O -0.444 -1.369 -6.457
H 0.756 -1.281 -4.770
H -0.945 -0.799 -4.553
H 0.209 -3.605 -4.903
H -1.096 -3.069 -3.817
C 2.743 7.509 0.771
C 1.864 6.781 -0.193
O 0.877 6.202 0.640
C 0.829 6.953 1.779
O -0.025 6.841 2.642
O 1.862 7.844 1.826
H 3.185 8.409 0.334
H 3.544 6.875 1.168
H 1.375 7.455 -0.904
H 2.404 6.009 -0.748
C -5.688 -3.341 0.634
C -4.561 -2.421 0.976
O -4.958 -1.869 2.218
C -5.831 -2.752 2.784
O -6.240 -2.678 3.931
O -6.186 -3.730 1.900
H -5.355 -4.213 0.064
H -6.486 -2.837 0.080
H -3.614 -2.952 1.112
H -4.424 -1.635 0.229
```

---

This record from the OMol25 dataset describes C4H8O2 in the gas phase. The level of theory is the ωB97M-V functional and the def2-TZVPD basis.

The calculation puts the energy above the lowest of the compared OMol25 structures with the same formula, charge and spin at 2.8126 eV.

```
14
C4H8O2, DFT the ωB97M-V functional and the def2-TZVPD basis
C 2.158 -0.206 -0.286
C 0.929 -1.091 -0.313
C -1.344 -0.697 -0.641
O -0.226 -0.278 -0.053
O -2.334 0.089 -0.268
C -2.120 1.191 0.635
H 3.062 -0.817 -0.381
H 2.141 0.518 -1.106
H 2.214 0.344 0.659
H 0.789 -1.590 -1.276
H 0.977 -1.856 0.469
H -3.110 1.597 0.845
H -1.644 0.849 1.555
H -1.491 1.948 0.160
```

---

This record from the OMol25 dataset describes a gas-phase ion, C3H7N2O (charge +1) in a non-equilibrium geometry. The level of theory is the ωB97M-V functional and the def2-TZVPD basis.

The calculation puts the energy above the lowest of the compared OMol25 structures with the same formula, charge and spin at 7.4434 eV. As for the total charge: +1.

```
13
C3H7N2O, DFT the ωB97M-V functional and the def2-TZVPD basis
C 1.750 -0.124 0.169
C 2.995 -0.069 -0.168
C -1.205 -0.120 0.193
N 0.938 0.891 -0.196
N -2.582 0.131 -0.122
O -0.369 0.874 -0.105
H 1.179 -1.024 0.499
H 3.557 0.715 -0.481
H 3.472 -1.004 -0.131
H -1.082 -1.065 0.717
H -2.668 1.156 0.223
H -3.067 -0.482 0.544
H -2.917 0.122 -1.141
```

---

This record from the OMol25 dataset describes C18H29N3O4S in the gas phase in a non-equilibrium geometry. The level of theory is the ωB97M-V functional and the def2-TZVPD basis.

The calculation puts the energy above the lowest of the compared OMol25 structures with the same formula, charge and spin at 0.1389 eV. Its SMILES is CCCNC(=O)CC[C@@H](NS(=O)(=O)c1ccc(C)cc1)C(=O)NCCC.

```
55
C18H29N3O4S, DFT the ωB97M-V functional and the def2-TZVPD basis
C -6.288 -0.566 -0.595
H -6.345 -0.081 0.376
C -5.251 -1.681 -0.576
H -5.528 -2.430 0.169
C -3.864 -1.137 -0.250
N -2.886 -2.203 -0.202
C -1.813 -2.160 0.603
O -1.676 -1.309 1.471
C -0.841 -3.315 0.412
H -1.266 -4.180 0.930
C 0.552 -3.029 0.972
H 0.475 -2.693 2.007
H 1.150 -3.941 0.961
C 1.299 -1.972 0.165
N 0.825 -0.612 0.437
S 0.250 0.154 -0.923
O -0.876 -0.541 -1.495
O 1.386 0.330 -1.793
C -0.260 1.734 -0.281
C 0.402 2.877 -0.685
C 0.006 4.102 -0.180
C -1.048 4.190 0.725
C -1.697 3.024 1.118
C -1.307 1.793 0.618
H -1.800 0.884 0.924
H -2.513 3.079 1.822
C -1.459 5.523 1.269
H -0.680 5.915 1.922
H -1.604 6.237 0.461
H -2.380 5.446 1.841
H 0.516 5.002 -0.491
H 1.212 2.789 -1.390
H 0.115 -0.617 1.163
C 2.816 -1.980 0.450
O 3.343 -2.719 1.256
N 3.457 -1.089 -0.317
H 2.900 -0.508 -0.935
C 4.840 -0.721 -0.127
C 4.971 0.736 0.323
C 4.569 1.714 -0.775
H 4.646 2.738 -0.417
H 5.222 1.603 -1.639
H 3.544 1.540 -1.096
H 6.007 0.919 0.615
H 4.340 0.887 1.201
H 5.245 -1.395 0.632
H 5.386 -0.871 -1.065
H 1.165 -2.164 -0.909
H -0.773 -3.554 -0.651
H -2.864 -2.815 -1.002
H -3.558 -0.395 -0.998
H -3.864 -0.660 0.733
H -5.225 -2.172 -1.552
H -7.270 -0.963 -0.840
H -6.025 0.185 -1.337
```